# 1
The following is a quantum chemistry calculation of a 2-piece molecular cluster, C4H11NO2 overall in a non-equilibrium geometry, from OMol25.

Geometry as XYZ:
```
18
Properties=species:S:1:pos:R:3:forces:R:3
C -2.0450 1.3773 0.5305 -0.12 -0.20 -0.19
C -1.2105 0.6365 -0.5037 -0.19 0.54 0.48
N -0.8262 -0.7260 -0.1227 -1.14 -1.21 0.62
O -1.5782 -1.3525 0.5934 0.38 1.18 -0.61
H -1.5380 1.3720 1.4940 0.01 0.04 0.05
H -3.0159 0.9019 0.6536 -0.02 0.04 0.07
H -2.1959 2.4111 0.2212 0.01 -0.03 0.00
H -1.7333 0.5384 -1.4581 0.00 -0.09 -0.08
H -0.2553 1.1312 -0.6945 -0.11 -0.05 -0.05
C 1.4691 -0.5265 1.1794 2.82 0.80 -2.24
O 1.8435 0.0990 -0.3003 -1.18 0.20 4.05
C 1.7161 -0.7962 -1.3280 -1.73 -1.80 -0.47
H 0.8825 0.1237 1.8251 -0.18 0.30 -0.69
H 2.5051 -0.5342 1.5209 -0.23 -0.03 0.52
H 1.1219 -1.5542 1.2018 -0.30 0.10 -0.67
H 2.5237 -1.5421 -1.3465 -0.03 0.11 -0.19
H 0.7044 -1.2979 -1.1867 1.60 0.00 -0.69
H 1.6320 -0.2617 -2.2796 0.42 0.09 0.08
```
Positions in Å, forces in eV/Å.

Computed properties:
charge = 0
energy relative to the best compared isomer or geometry (same formula, charge and spin) = 513.1 kJ/mol
SMILES = CCN=O.COC
energy = -9906.9242 eV
LUMO (spin up / spin down) = -0.04 / -0.04 eV



# 2
The following is a quantum chemistry calculation of a 2-piece molecular cluster, C4H11NO2 overall in a non-equilibrium geometry, from OMol25.

Geometry as XYZ:
```
18
Properties=species:S:1:pos:R:3:forces:R:3
C -0.2211 1.3110 -0.1152 0.38 -0.74 -1.51
C 0.6094 0.5731 -1.1955 1.63 0.96 -0.23
C 0.3546 -0.9180 -1.0853 -1.47 0.60 -0.50
O 0.9683 -1.7100 -0.4209 1.23 -0.43 0.38
N -0.8118 -1.2851 -1.6875 -0.03 0.31 -0.81
C -1.2167 -2.6578 -1.8196 0.01 -0.86 0.23
H 0.0058 2.3718 -0.1444 0.02 0.03 0.43
H 0.0078 0.7965 0.8106 -0.20 0.45 0.43
H -1.2621 1.1608 -0.4041 -0.15 0.18 0.47
H 0.5606 1.0265 -2.1974 -1.29 -0.53 -0.05
H 1.6859 0.7901 -1.1292 -0.07 -0.53 1.09
H -1.3837 -0.5488 -2.0697 0.10 -0.26 -0.20
H -0.4383 -3.3220 -2.2080 0.35 0.44 0.11
H -1.4823 -3.0765 -0.8476 -0.24 -0.03 -0.04
H -2.0265 -2.7895 -2.5336 -0.27 0.41 0.21
O 1.6278 2.9441 5.3096 -0.05 0.05 0.34
H 1.5632 3.2985 6.1967 0.10 0.83 0.18
H 1.4592 2.0351 5.5409 -0.06 -0.87 -0.52
```
Positions in Å, forces in eV/Å.

Computed properties:
charge = 0
energy relative to the best compared isomer or geometry (same formula, charge and spin) = 82.4 kJ/mol
SMILES = CCC(=O)NC.O
energy = -9911.3883 eV
LUMO = 0.90 eV



# 3
The following is a quantum chemistry calculation of a 3-piece molecular cluster, C4H11NO2 overall in a non-equilibrium geometry, from OMol25.

Geometry as XYZ:
```
18
Properties=species:S:1:pos:R:3:forces:R:3
C -0.0112 2.5198 0.7346 0.92 0.33 -1.49
N -0.3016 1.5713 -0.0704 -1.19 -0.24 2.34
C 0.3745 0.3566 0.1954 -0.05 0.37 -0.61
C -0.1647 -0.7981 -0.1754 0.47 -0.39 -0.97
C 0.6693 -2.0102 -0.4840 0.51 -0.19 1.46
H 1.0059 2.5546 1.1448 -0.43 -0.19 0.96
H -0.6193 3.4182 0.7889 0.06 0.05 -0.24
H 1.2909 0.4079 0.7830 0.41 -0.01 -0.50
H -1.2070 -0.8573 -0.4609 -0.01 0.38 -0.42
H 0.4259 -2.4445 -1.4446 -0.34 -0.06 -0.10
H 0.6218 -2.7721 0.3017 -0.32 -0.29 -0.25
H 1.7263 -1.7592 -0.5197 0.09 0.24 -0.08
O -0.3052 1.2875 -2.9694 0.00 -0.24 -0.21
H 0.0290 2.0194 -3.4950 -0.02 0.06 0.25
H -0.3131 1.5483 -2.0360 -0.12 0.16 -0.21
O -1.0692 -1.6324 2.9457 0.00 -0.05 0.30
H -1.7161 -1.2686 2.3332 0.21 -0.09 -0.13
H -0.4361 -2.1412 2.4280 -0.20 0.17 -0.12
```
Positions in Å, forces in eV/Å.

Computed properties:
charge = 0
energy relative to the best compared isomer or geometry (same formula, charge and spin) = 267.9 kJ/mol
SMILES = C=N/C=C/C.O.O
energy = -9909.4657 eV
LUMO = 0.20 eV



# 4
The following is a quantum chemistry calculation of a 2-piece molecular cluster, C4H11NO2 overall in a non-equilibrium geometry, from OMol25.

Geometry as XYZ:
```
18
Properties=species:S:1:pos:R:3:forces:R:3
C -0.1263 1.2395 1.4937 -1.88 -1.77 -0.75
C 0.9223 0.0974 1.3602 0.29 0.92 -2.01
C 0.3261 -1.2108 0.7798 2.21 4.36 -0.68
O -0.0973 -2.0557 1.4604 -2.06 -3.40 2.43
N 0.2366 -1.1784 -0.5684 0.40 0.20 -2.10
C -0.6805 -2.0853 -1.2376 0.36 0.19 -1.01
H -0.6584 1.1332 2.4400 -0.31 -0.18 -0.10
H -0.9026 1.1496 0.6112 1.59 0.39 1.74
H 0.2984 2.2186 1.5487 0.51 0.55 -0.42
H 1.5836 0.4972 0.5524 0.09 -0.44 0.73
H 1.4863 -0.0707 2.2663 0.03 -0.10 0.20
H 1.0364 -0.8682 -1.1633 -1.26 0.05 1.23
H -1.6707 -2.1046 -0.7252 0.83 0.03 -0.58
H -0.7157 -1.7653 -2.3170 -0.52 -0.11 1.14
H -0.2278 -3.0650 -1.2794 -0.33 -0.71 0.23
O -0.2366 2.2742 -1.7467 -0.15 2.42 -0.01
H -0.9234 2.8396 -1.2736 1.37 -1.11 -0.92
H 0.3496 2.9547 -2.2014 -1.16 -1.29 0.87
```
Positions in Å, forces in eV/Å.

Computed properties:
charge = 0
energy relative to the best compared isomer or geometry (same formula, charge and spin) = 113.9 kJ/mol
SMILES = CCC(=O)NC.O
energy = -9911.0616 eV
LUMO = 0.58 eV



# 5
The following is a quantum chemistry calculation of a 2-piece molecular cluster, C4H11NO2 overall in a non-equilibrium geometry, from OMol25.

Geometry as XYZ:
```
18
Properties=species:S:1:pos:R:3:forces:R:3
C -3.1410 -1.4466 -0.2671 -0.96 1.28 0.13
C -2.9194 0.1521 -0.2803 0.29 -3.74 0.41
O -2.3283 0.7835 -1.0872 -0.35 0.94 -0.12
O -3.3924 0.4887 0.9435 -0.54 0.83 0.58
H -3.7996 -1.8220 -1.0549 0.52 0.35 -0.46
H -3.7655 -1.5417 0.6098 0.15 -0.53 0.30
H -2.2748 -2.0879 -0.1501 0.35 0.36 -0.26
H -3.9641 1.2510 1.0934 0.59 0.51 -0.58
C 3.2426 1.2138 -0.4084 -1.38 1.07 -1.99
C 2.7333 0.0903 0.4397 1.36 0.02 1.51
N 1.3018 -0.1589 0.4350 0.31 0.02 -0.02
H 4.2870 1.1085 -0.7259 -0.25 0.18 0.44
H 2.9800 2.2396 -0.1041 0.57 -0.38 0.70
H 2.6385 1.2180 -1.3384 0.46 -0.41 -0.14
H 3.3688 -0.7938 0.1637 -0.72 0.39 0.35
H 2.9616 0.3805 1.4927 0.25 -0.62 -0.49
H 0.8616 0.0594 -0.4498 0.03 -0.37 -0.08
H 1.2100 -1.1346 0.6885 -0.66 0.11 -0.27
```
Positions in Å, forces in eV/Å.

Computed properties:
charge = 0
energy relative to the best compared isomer or geometry (same formula, charge and spin) = 171.0 kJ/mol
SMILES = CC(=O)O.CCN
energy = -9910.4699 eV
LUMO = 0.67 eV



# 6
The following is a quantum chemistry calculation of a 2-piece molecular cluster, C4H11NO2 overall in a non-equilibrium geometry, from OMol25.

Geometry as XYZ:
```
18
Properties=species:S:1:pos:R:3:forces:R:3
C -0.2477 -1.4022 0.6355 2.23 4.74 3.95
N 0.5644 -0.4674 -0.1778 1.32 -2.02 2.53
C 0.0263 -0.0716 -1.4259 0.21 -0.27 -1.28
C 0.9945 1.0689 -1.8850 -0.33 -1.70 -1.89
C 0.4986 1.5003 -3.2188 -1.07 2.26 -1.88
O -0.1589 2.5300 -3.4303 1.28 -2.05 0.78
H 0.3700 -1.5425 1.5980 -0.72 -0.18 -1.39
H -0.4292 -2.3000 0.2472 -1.14 -3.66 -1.86
H -1.1066 -0.8693 1.0818 -0.09 -0.42 -0.82
H 1.5424 -0.9480 -0.2398 -2.37 1.49 -0.46
H -1.0830 0.1866 -1.4926 1.48 0.28 0.98
H 0.0463 -0.9502 -2.0834 0.22 0.22 -0.77
H 0.8915 1.9063 -1.2425 0.34 0.54 0.88
H 2.0442 0.6319 -2.0187 -1.36 0.75 0.53
H 0.7089 0.8683 -4.1267 0.01 0.01 0.70
O -1.5131 -0.3169 5.6547 1.11 -0.34 -0.82
H -0.8695 0.3235 5.9605 0.16 0.11 0.02
H -2.2792 -0.1478 6.1638 -1.27 0.23 0.79
```
Positions in Å, forces in eV/Å.

Computed properties:
charge = 0
energy relative to the best compared isomer or geometry (same formula, charge and spin) = 254.4 kJ/mol
SMILES = CNCCC=O.O
energy = -9909.6048 eV
LUMO = 0.90 eV



# 7
The following is a quantum chemistry calculation of C4H11NO2 as an isolated structure in a non-equilibrium geometry, from OMol25.

Geometry as XYZ:
```
18
Properties=species:S:1:pos:R:3:forces:R:3
C 1.6046 -0.5136 -0.0126 -2.35 0.24 0.49
C -0.9826 -0.0250 0.6090 -3.34 -1.41 -2.96
C -0.2281 -0.8220 -0.3825 6.47 -0.26 0.84
C -2.2914 0.1369 -0.6439 -0.09 1.04 2.60
N 1.7268 1.0017 -0.1185 -0.29 -0.33 -0.09
O 1.9282 -0.8396 1.3108 -0.17 -0.14 -0.32
O -0.4882 1.0835 1.1266 2.06 1.69 -0.75
H 1.1595 -0.6398 1.8650 0.09 0.09 -0.09
H 0.6086 1.3634 0.5195 -1.44 -0.98 0.61
H 2.3605 -0.9808 -0.6570 -0.48 -0.07 0.05
H -1.5000 -0.6403 1.3590 0.34 -0.05 -0.07
H 1.7555 1.2833 -1.0946 -0.07 0.10 0.07
H 2.5804 1.3268 0.3378 -0.12 -0.21 -0.07
H -0.1745 -0.5524 -1.4283 -0.50 0.29 -0.08
H -0.3099 -1.8949 -0.2571 -0.27 -0.12 -0.14
H -2.4013 -0.4765 -1.5343 0.68 -0.41 0.15
H -2.1417 1.1747 -0.9309 -0.20 0.15 -0.09
H -3.2064 0.0145 -0.0682 -0.31 0.39 -0.14
```
Positions in Å, forces in eV/Å.

Computed properties:
charge = 0
energy relative to the best compared isomer or geometry (same formula, charge and spin) = 392.1 kJ/mol
energy = -9908.1777 eV
LUMO = 0.70 eV



# 8
The following is a quantum chemistry calculation of a 3-piece molecular cluster, C4H11NO2 overall in a non-equilibrium geometry, from OMol25.

Geometry as XYZ:
```
18
Properties=species:S:1:pos:R:3:forces:R:3
C -0.1361 -1.9691 0.2330 1.77 -3.06 -0.54
C 0.0317 -0.7026 -0.0397 -4.60 -0.01 1.60
C 1.0970 -0.0398 -0.6244 4.06 3.02 1.33
C 1.5716 -0.1121 -1.8378 0.56 -1.56 -4.18
N 1.7918 0.8155 0.2520 1.83 -1.88 -2.66
H -1.0869 -2.5398 0.3550 0.99 1.02 0.66
H 0.8298 -2.5692 0.1966 -1.49 0.24 -0.39
H -0.8314 -0.0810 0.3245 0.94 -0.52 -1.08
H 1.2723 -0.8880 -2.5744 -0.33 0.54 0.83
H 2.3623 0.5042 -2.3189 -0.52 -0.15 1.16
H 1.3393 1.1702 0.9894 -1.84 1.72 3.00
H 2.6155 1.3005 -0.0697 -0.39 -0.05 -0.06
O -2.6537 -0.7332 1.1413 -0.31 -0.13 2.94
H -2.6902 -0.6832 0.2248 -0.41 -0.06 -2.59
H -3.3652 -1.3121 1.4470 0.16 0.25 -0.25
O -0.6561 2.3186 0.4615 -0.95 -1.71 1.37
H -0.9397 2.1983 -0.4459 0.02 0.06 -0.32
H -0.9541 1.4492 0.8988 0.52 2.29 -0.82
```
Positions in Å, forces in eV/Å.

Computed properties:
charge = 0
energy relative to the best compared isomer or geometry (same formula, charge and spin) = 335.7 kJ/mol
SMILES = C=CC(=C)N.O.O
energy = -9908.7626 eV
LUMO = 0.52 eV